Entry 1:
{
  "formula": "C26H33FN3O3Sn",
  "method": "ωB97M-V with the def2-TZVPD basis set",
  "symbols": ["Sn", "C", "C", "C", "C", "C", "C", "C", "C", "C", "C", "H", "H", "H", "H", "H", "H", "H", "H", "H", "H", "H", "H", "H", "H", "H", "C", "C", "N", "C", "C", "C", "O", "O", "C", "O", "C", "C", "C", "F", "C", "C", "C", "N", "C", "C", "N", "C", "C", "H", "H", "H", "H", "H", "H", "H", "H", "H", "H", "H", "H", "H", "H", "H", "H", "H", "H"],
  "xyz": [[-3.6839, 0.1643, -0.0216], [-5.4833, -0.9956, 1.5513], [-6.1671, -0.0429, 0.7642], [-5.7326, 1.2458, 1.1685], [-4.7975, 1.0821, 2.2308], [-4.6312, -0.2956, 2.4532], [-3.8262, -0.9596, 3.5345], [-4.2019, 2.2101, 3.0264], [-6.3265, 2.5506, 0.6998], [-7.2630, -0.2971, -0.2352], [-5.7121, -2.4796, 1.5907], [-4.4860, -1.4599, 4.2496], [-3.2271, -0.2399, 4.0919], [-3.1494, -1.7214, 3.1404], [-4.9577, 2.6692, 3.6700], [-3.8020, 2.9985, 2.3865], [-3.3916, 1.8654, 3.6687], [-7.3971, 2.4373, 0.5175], [-5.8855, 2.9277, -0.2236], [-6.2023, 3.3248, 1.4581], [-8.2308, 0.0153, 0.1690], [-7.3405, -1.3535, -0.4888], [-7.1097, 0.2524, -1.1649], [-6.2219, -2.7595, 2.5178], [-4.7776, -3.0432, 1.5575], [-6.3322, -2.8169, 0.7610], [3.0927, 0.7650, -4.5481], [2.4756, -0.5556, -4.1110], [1.5246, -0.3926, -3.0024], [0.2138, -0.2385, -3.2988], [-0.7791, 0.0332, -2.4115], [-2.1864, 0.0875, -3.0011], [-2.2689, 0.2943, -4.2027], [-3.1598, -0.0687, -2.1786], [-0.4331, 0.2494, -1.0378], [-1.2168, 0.6136, -0.1474], [0.9925, 0.0500, -0.7062], [1.4052, 0.1828, 0.6192], [2.7213, 0.0421, 0.9474], [3.1080, 0.2191, 2.2324], [3.6932, -0.2568, -0.0121], [3.2876, -0.3972, -1.3237], [1.9441, -0.2426, -1.6922], [5.0736, -0.4172, 0.3041], [5.9629, 0.6321, -0.1669], [7.3771, 0.0997, -0.2745], [7.7946, -0.4211, 1.0785], [6.8362, -1.4737, 1.5814], [5.4438, -0.8746, 1.6313], [3.7601, 0.6105, -5.3964], [3.6623, 1.2223, -3.7363], [2.3126, 1.4650, -4.8497], [3.2388, -1.2738, -3.8182], [1.9241, -1.0130, -4.9282], [-0.0612, -0.3481, -4.3413], [0.6710, 0.4292, 1.3771], [4.0345, -0.6619, -2.0601], [5.9521, 1.5042, 0.5087], [5.6512, 0.9832, -1.1469], [8.0870, 0.8644, -0.5790], [7.4220, -0.7446, -0.9576], [7.7971, 0.3573, 1.7405], [8.7463, -0.7838, 1.0489], [7.1767, -1.7975, 2.5619], [6.8828, -2.3016, 0.8781], [5.4174, -0.0704, 2.3797], [4.7593, -1.6501, 1.9661]],
  "atomic_forces_ev_per_a": [[-0.2, -0.1, 0.2], [0.1, -0.2, 0.0], [-0.2, 0.0, -0.2], [-0.1, 0.2, -0.1], [0.0, 0.2, 0.1], [0.0, -0.1, 0.2], [0.0, 0.0, 0.0], [0.0, -0.1, -0.1], [0.0, -0.1, 0.1], [0.1, 0.0, 0.1], [0.0, 0.1, 0.0], [0.0, 0.0, 0.0], [0.0, 0.0, 0.0], [0.0, 0.0, 0.0], [0.0, 0.0, 0.0], [0.0, 0.0, 0.0], [0.0, 0.0, 0.0], [0.0, 0.0, 0.0], [0.0, 0.0, 0.0], [0.0, 0.0, 0.0], [0.0, 0.0, 0.0], [0.0, 0.0, 0.0], [0.0, 0.0, 0.0], [0.0, 0.0, 0.0], [0.0, 0.0, 0.0], [0.0, 0.0, 0.0], [-0.1, 0.0, 0.1], [0.0, 0.0, 0.1], [0.1, 0.1, -0.1], [0.0, -0.1, 0.0], [0.0, -0.2, 0.0], [0.0, 0.5, 0.0], [0.0, -0.2, 0.1], [0.1, -0.1, -0.2], [-0.1, 0.1, -0.1], [0.2, 0.0, 0.1], [0.0, 0.0, -0.1], [-0.1, 0.1, 0.1], [0.0, 0.0, 0.0], [-0.1, 0.1, 0.0], [0.0, 0.0, 0.0], [0.1, -0.1, -0.1], [0.0, 0.0, -0.1], [0.1, 0.0, -0.1], [-0.1, 0.0, 0.2], [0.0, -0.1, 0.1], [-0.1, 0.0, 0.0], [0.0, 0.0, -0.1], [0.0, 0.0, -0.1], [0.0, 0.0, 0.0], [0.0, 0.0, 0.0], [0.0, 0.0, 0.0], [0.0, -0.1, 0.0], [0.0, 0.0, 0.0], [0.0, 0.0, 0.0], [0.0, 0.0, 0.0], [0.0, 0.0, 0.0], [0.0, 0.0, 0.0], [0.0, 0.0, 0.0], [0.0, 0.0, 0.0], [0.0, 0.0, 0.0], [0.0, 0.0, 0.0], [0.0, 0.0, 0.0], [0.0, 0.0, 0.0], [0.0, 0.0, 0.0], [0.0, 0.0, 0.0], [0.0, 0.0, 0.0]],
  "charge": 1,
  "multiplicity": 1,
  "orbital_gap_ev": 5.8730,
  "e_homo_ev": -9.2,
  "lumo_energy_ev": -3.358,
  "energy_ev": -46653.67918
}

---

Entry 2:
{
  "formula": "C26H33IrN",
  "method": "ωB97M-V with the def2-TZVPD basis set",
  "symbols": ["Ir", "C", "C", "C", "C", "C", "C", "C", "C", "C", "C", "C", "C", "C", "C", "C", "C", "C", "H", "H", "H", "H", "H", "H", "H", "H", "H", "H", "H", "H", "H", "H", "H", "H", "H", "H", "H", "H", "H", "H", "H", "H", "H", "H", "H", "H", "H", "N", "C", "C", "C", "C", "C", "C", "C", "C", "C", "H", "H", "H", "H"],
  "xyz": [[-1.0216, 0.0490, 0.0355], [-0.5090, -2.1435, 0.0948], [0.6988, -1.3631, 0.2811], [0.6242, -0.8434, 1.6430], [-0.6279, -1.2841, 2.1801], [-1.3014, -2.1332, 1.2804], [-2.5796, -2.8882, 1.5412], [-2.2472, -4.0344, 2.5089], [-3.1424, -3.4602, 0.2401], [-3.6148, -1.9584, 2.1831], [1.5381, 0.1038, 2.4268], [1.0379, 0.2216, 3.8756], [2.9700, -0.4397, 2.5003], [1.5211, 1.5182, 1.8310], [1.8061, -1.4208, -0.7800], [2.5139, -0.0878, -1.0268], [1.2071, -1.8554, -2.1253], [2.8067, -2.5067, -0.3465], [-0.7296, -2.7342, -0.7779], [-0.9953, -1.0198, 3.1571], [-1.4940, -4.7036, 2.0916], [-3.1502, -4.6160, 2.6966], [-1.8844, -3.6550, 3.4649], [-2.4719, -4.1970, -0.2049], [-3.3366, -2.6769, -0.4965], [-4.0887, -3.9617, 0.4418], [-3.2608, -1.5416, 3.1265], [-4.5268, -2.5179, 2.3922], [-3.8755, -1.1315, 1.5179], [0.9815, -0.7475, 4.3738], [0.0626, 0.7064, 3.9390], [1.7412, 0.8385, 4.4335], [2.9845, -1.4374, 2.9429], [3.5632, 0.2123, 3.1425], [3.4679, -0.4882, 1.5390], [0.5041, 1.9203, 1.8075], [1.9323, 1.5662, 0.8244], [2.1028, 2.1859, 2.4685], [1.8138, 0.6756, -1.3764], [3.2576, -0.2349, -1.8106], [3.0360, 0.3039, -0.1605], [0.3847, -1.2098, -2.4505], [0.8563, -2.8870, -2.1151], [1.9837, -1.7913, -2.8867], [3.3154, -2.2570, 0.5811], [3.5641, -2.6365, -1.1208], [2.3014, -3.4640, -0.2083], [-0.2816, 7.7875, -6.0349], [-0.3870, 6.8994, -5.3159], [-0.5338, 5.7808, -4.4112], [-0.6499, 4.4929, -4.9281], [-0.8009, 3.4250, -4.0655], [-0.8382, 3.6471, -2.6854], [-0.7163, 4.9428, -2.1737], [-0.5652, 6.0094, -3.0380], [-1.0109, 2.5490, -1.7930], [-1.1941, 1.6122, -1.0172], [-0.6238, 4.3382, -5.9971], [-0.8974, 2.4202, -4.4513], [-0.7462, 5.1043, -1.1057], [-0.4739, 7.0170, -2.6587]],
  "atomic_forces_ev_per_a": [[-0.5, -0.3, 0.4], [0.0, -0.3, 0.1], [0.3, -0.4, 0.1], [0.0, 0.6, -0.3], [0.0, 0.0, 0.0], [0.1, 0.3, -0.3], [0.0, 0.1, -0.1], [0.0, 0.0, 0.0], [0.0, 0.0, 0.0], [0.0, 0.0, 0.0], [-0.1, -0.2, 0.1], [0.0, 0.0, 0.0], [0.0, 0.0, 0.1], [0.0, 0.1, 0.0], [-0.1, 0.0, 0.2], [0.1, 0.0, -0.1], [0.0, 0.0, -0.1], [0.0, 0.0, 0.0], [0.0, 0.0, 0.0], [0.0, 0.0, 0.0], [0.0, 0.0, 0.0], [0.0, 0.0, 0.0], [0.0, 0.0, 0.0], [0.0, 0.0, 0.0], [0.0, 0.0, 0.0], [0.0, 0.0, 0.0], [0.0, 0.0, 0.0], [0.0, 0.0, 0.0], [0.0, 0.0, 0.0], [0.0, 0.0, 0.0], [0.0, 0.0, 0.0], [0.0, 0.0, 0.0], [0.0, 0.0, 0.0], [0.0, 0.0, 0.0], [0.0, 0.0, 0.0], [0.0, 0.0, 0.0], [-0.1, 0.0, 0.1], [0.1, 0.0, 0.0], [0.0, 0.0, 0.0], [0.0, 0.0, 0.0], [0.0, -0.1, 0.0], [0.0, 0.0, 0.1], [0.0, 0.0, 0.0], [0.0, 0.0, 0.0], [0.0, 0.0, 0.0], [0.0, 0.0, 0.0], [0.0, 0.0, 0.0], [0.0, 0.1, 0.0], [-0.1, -0.3, 0.2], [0.0, 0.3, -0.2], [0.0, -0.1, 0.0], [0.0, 0.1, -0.1], [0.0, -0.3, 0.3], [0.0, 0.1, -0.1], [0.0, -0.1, 0.1], [-0.2, 0.4, -0.3], [0.4, 0.0, 0.1], [0.0, 0.0, 0.0], [0.0, 0.0, 0.0], [0.0, 0.0, 0.0], [0.0, 0.0, 0.0]],
  "charge": 1,
  "multiplicity": 5,
  "orbital_gap_ev": [8.3834, 5.5414],
  "e_homo_ev": [-11.1, -11.9],
  "lumo_energy_ev": [-2.762, -6.379],
  "energy_ev": -31815.17763
}

---

Entry 3:
{
  "formula": "C26H33MnN5S",
  "method": "ωB97M-V with the def2-TZVPD basis set",
  "symbols": ["Mn", "N", "C", "S", "N", "N", "C", "C", "C", "C", "C", "C", "C", "C", "C", "C", "C", "C", "N", "H", "H", "H", "H", "H", "H", "H", "H", "H", "H", "H", "C", "N", "C", "C", "C", "C", "C", "C", "C", "C", "H", "H", "H", "H", "H", "H", "H", "H", "H", "H", "H", "H", "H", "C", "C", "C", "C", "H", "H", "H", "H", "H", "H", "H", "H", "H"],
  "xyz": [[-0.2543, 1.1821, 0.9351], [3.0824, -0.0159, 3.5133], [2.2777, 0.3230, 2.4928], [0.6405, -0.4593, 2.5246], [2.6718, 1.1010, 1.5509], [1.6883, 1.5025, 0.6564], [2.0276, 1.7134, -0.5740], [3.2782, 1.3359, -1.2549], [3.2054, 1.0404, -2.6269], [4.3195, 0.6074, -3.3231], [5.5352, 0.4660, -2.6675], [5.6250, 0.7539, -1.3122], [4.5110, 1.1790, -0.6051], [0.9218, 2.3986, -1.3335], [1.1924, 3.3829, -2.2653], [0.1355, 4.1026, -2.8071], [-1.1579, 3.8033, -2.4131], [-1.3470, 2.8131, -1.4693], [-0.3348, 2.1289, -0.9353], [2.7344, -0.5638, 4.2796], [3.9658, 0.4583, 3.6210], [2.2630, 1.1201, -3.1537], [4.2405, 0.3845, -4.3796], [6.4109, 0.1334, -3.2128], [6.5721, 0.6508, -0.7984], [4.6041, 1.4231, 0.4411], [2.2169, 3.5979, -2.5357], [0.3247, 4.8964, -3.5191], [-2.0093, 4.3378, -2.8127], [-2.3369, 2.5565, -1.1111], [-2.9229, -0.8500, -1.6951], [-3.7674, -1.5702, -0.6960], [-3.8356, -3.0348, -0.9915], [-3.3124, -1.3141, 0.7341], [-3.3602, 0.1389, 1.1011], [-4.6165, 0.6724, 1.4141], [-4.7613, 1.9944, 1.7995], [-3.6275, 2.7870, 1.9090], [-2.3916, 2.2311, 1.6021], [-2.2019, 0.9131, 1.1748], [-3.3774, -0.9494, -2.6777], [-1.9361, -1.3099, -1.6925], [-2.8498, 0.1922, -1.4040], [-4.7132, -1.1936, -0.7656], [-2.8333, -3.4449, -0.8967], [-4.2036, -3.1804, -2.0032], [-4.5019, -3.5095, -0.2765], [-2.3090, -1.7287, 0.8140], [-3.9872, -1.8998, 1.3569], [-5.5013, 0.0383, 1.3781], [-5.7389, 2.3940, 2.0385], [-3.7108, 3.8160, 2.2371], [-1.5281, 2.8871, 1.7397], [1.7498, -3.9357, 0.5115], [1.4777, -3.0371, 1.7163], [0.4928, -3.6945, 2.6775], [0.9711, -1.6953, 1.1978], [2.1266, -4.9079, 0.8336], [2.4871, -3.4975, -0.1658], [0.8271, -4.1107, -0.0539], [2.4274, -2.8629, 2.2342], [-0.4205, -3.9932, 2.1485], [0.2102, -3.0361, 3.5016], [0.9258, -4.5951, 3.1129], [0.0224, -1.8250, 0.6688], [1.6857, -1.2421, 0.5122]],
  "atomic_forces_ev_per_a": [[-0.2, -0.9, 0.0], [-0.1, 0.1, -0.1], [0.2, 0.0, 0.2], [-0.2, 0.6, -0.5], [-0.2, -0.1, 0.1], [0.6, -0.1, 0.3], [-0.1, 0.2, -0.5], [0.0, 0.0, -0.1], [-0.1, 0.0, 0.0], [0.0, 0.0, 0.0], [0.0, 0.0, 0.0], [0.0, 0.0, 0.0], [0.1, 0.2, 0.0], [0.3, 0.0, 0.0], [0.0, 0.0, -0.1], [0.0, 0.0, 0.0], [0.0, 0.1, -0.1], [-0.2, -0.2, -0.1], [0.3, 0.0, 0.6], [0.0, 0.0, 0.0], [0.0, 0.0, 0.0], [0.0, 0.0, 0.0], [0.0, 0.0, 0.0], [-0.1, 0.0, 0.0], [0.0, 0.0, 0.0], [0.0, 0.0, -0.1], [0.0, 0.0, 0.0], [0.0, 0.0, 0.0], [0.0, 0.0, 0.0], [0.0, 0.1, 0.0], [0.0, -0.2, 0.0], [0.1, -0.1, 0.0], [0.0, 0.1, 0.0], [0.0, 0.0, -0.1], [-0.2, -0.1, 0.1], [0.0, 0.0, 0.0], [0.0, 0.0, 0.0], [0.0, -0.1, 0.0], [-0.4, 0.2, 0.3], [-0.3, 0.2, 0.0], [0.0, 0.0, 0.0], [0.0, 0.0, 0.0], [0.0, 0.0, 0.0], [0.0, 0.1, 0.0], [0.0, 0.0, 0.0], [0.0, 0.0, 0.0], [0.0, 0.0, 0.0], [0.0, 0.0, -0.1], [0.0, -0.1, 0.0], [0.1, 0.0, 0.0], [0.0, 0.0, 0.0], [0.0, 0.0, 0.0], [0.2, 0.3, 0.0], [0.0, 0.0, -0.1], [0.0, -0.1, 0.1], [-0.1, 0.0, 0.0], [0.0, -0.2, 0.0], [0.0, 0.1, 0.0], [0.0, 0.0, 0.0], [0.1, 0.0, 0.0], [0.0, 0.0, 0.0], [0.1, 0.0, 0.0], [0.0, 0.0, 0.0], [0.0, 0.0, 0.0], [0.0, 0.0, 0.1], [0.0, 0.0, -0.1]],
  "charge": 2,
  "multiplicity": 4,
  "orbital_gap_ev": [7.8989, 7.1200],
  "e_homo_ev": [-13.8, -13.1],
  "lumo_energy_ev": [-5.933, -5.983],
  "energy_ev": -77088.77131
}

---

Summary of strongest force on any atom in eV Å⁻¹
0.53, 0.70, 0.87
(order as listed above)